Record 1
The following is a DFT calculation (wB97M-V/def2-TZVPD) of a 8-piece molecular cluster, C30H56N8O2 overall at a distorted geometry.

## Properties
Molecular weight ... 560.832 g mol⁻¹
Highest occupied orbital energy (spin up / spin down) ... 0.20 / -7.36 eV
E ... -48028.8964 eV

Geometry as ORCA input:
```
! wB97M-V def2-TZVPD RIJCOSX def2/J DEFGRID3
* xyz -1 2
C -38.198 -21.187 11.412
O -39.198 -21.457 12.117
N -37.096 -21.916 11.485
C -36.129 -21.744 10.412
C -37.064 -23.073 12.333
H -38.200 -20.406 10.636
H -36.203 -22.596 9.737
H -35.096 -21.742 10.761
H -36.229 -20.917 9.709
H -36.013 -23.241 12.565
H -37.556 -22.944 13.297
H -37.460 -23.957 11.833
C -36.569 -19.019 14.615
O -37.094 -19.436 15.684
N -35.464 -18.237 14.609
C -35.010 -17.792 13.315
C -34.621 -17.991 15.820
H -36.964 -19.106 13.591
H -34.143 -18.429 13.139
H -34.775 -16.748 13.520
H -35.768 -17.853 12.533
H -35.254 -18.137 16.695
H -33.735 -18.625 15.787
H -34.312 -16.952 15.706
C -30.489 -18.501 14.274
C -29.016 -18.328 14.059
C -28.314 -17.061 14.670
C -26.851 -17.257 14.653
N -25.692 -17.462 14.730
H -31.080 -18.759 13.396
H -30.735 -17.478 14.560
H -30.766 -19.064 15.165
H -28.681 -18.400 13.024
H -28.792 -19.288 14.524
H -28.565 -17.208 15.721
H -28.660 -16.051 14.448
C -26.742 -18.709 9.122
C -25.416 -18.772 9.790
C -25.242 -18.160 11.157
C -25.941 -16.874 11.327
N -26.480 -15.878 11.484
H -26.467 -19.152 8.166
H -27.172 -17.708 9.081
H -27.464 -19.346 9.633
H -24.628 -18.273 9.227
H -25.045 -19.797 9.789
H -24.202 -18.236 11.476
H -25.808 -18.781 11.852
C -32.446 -21.522 12.316
C -31.932 -22.505 11.252
C -30.849 -21.880 10.284
C -29.642 -21.405 11.002
N -28.658 -21.010 11.498
H -33.304 -21.946 12.837
H -32.656 -20.500 12.001
H -31.761 -21.280 13.129
H -32.824 -22.723 10.665
H -31.578 -23.425 11.717
H -31.413 -21.075 9.813
H -30.672 -22.672 9.557
C -32.106 -23.181 3.922
C -31.641 -22.111 4.864
C -30.306 -22.554 5.552
C -30.019 -21.829 6.742
N -29.681 -21.282 7.652
H -32.898 -22.990 3.196
H -32.474 -24.052 4.463
H -31.208 -23.498 3.392
H -32.451 -22.095 5.594
H -31.485 -21.141 4.394
H -29.465 -22.387 4.879
H -30.365 -23.505 6.082
C -30.045 -22.612 15.723
C -28.664 -22.345 15.069
C -27.746 -23.606 14.943
C -27.622 -24.296 16.275
N -27.489 -24.910 17.269
H -30.657 -23.342 15.193
H -30.682 -21.729 15.672
H -29.856 -22.953 16.741
H -28.186 -21.482 15.534
H -28.791 -21.841 14.111
H -26.921 -23.453 14.248
H -28.348 -24.184 14.241
C -26.689 -25.549 7.872
C -26.593 -24.937 9.318
C -27.828 -24.083 9.719
C -29.081 -24.801 9.868
N -30.059 -25.404 9.936
H -27.609 -26.066 7.600
H -25.872 -26.240 7.664
H -26.562 -24.768 7.122
H -25.715 -24.291 9.322
H -26.491 -25.785 9.995
H -28.059 -23.343 8.952
H -27.690 -23.817 10.767
*
```

---

Record 2
The following is a DFT calculation (wB97M-V/def2-TZVPD) of a 2-piece molecular cluster, CHClN2 overall at a distorted geometry.

## Properties
Molecular weight ... 76.486 g mol⁻¹
Energy above the lowest of the compared OMol25 structures with the same formula, charge and spin ... 3.7297 eV
Highest occupied orbital energy (spin up / spin down) ... -11.51 / -8.91 eV
E ... -16549.8165 eV

Geometry as ORCA input:
```
! wB97M-V def2-TZVPD RIJCOSX def2/J DEFGRID3
* xyz 0 1
C 0.056 -0.626 -0.517
N 1.289 -0.526 -1.170
N 0.622 -1.726 -0.834
Cl 3.876 -1.770 -1.586
H -0.644 -0.058 0.083
*
```

---

Record 3
The following is a DFT calculation (wB97M-V/def2-TZVPD) of C4H4EuO2 as an isolated structure at a distorted geometry.

## Properties
Molecular weight ... 236.038 g mol⁻¹
Highest occupied orbital energy (spin up / spin down) ... -1.88 / -1.73 eV
E ... -27628.5175 eV

Geometry as ORCA input:
```
! wB97M-V def2-TZVPD RIJCOSX def2/J DEFGRID3
* xyz -1 7
H -1.750 -0.058 -0.244
O -2.112 1.051 1.560
C -1.265 0.674 0.527
C 0.065 0.599 0.743
C 1.079 0.289 -0.255
C 2.029 -0.694 -0.116
O 2.217 -1.552 -1.111
H -2.651 1.791 1.272
H 0.375 0.460 1.788
H 0.917 0.699 -1.272
Eu 1.096 -3.259 -2.891
*
```

---

Record 4
The following is a DFT calculation (wB97M-V/def2-TZVPD) of C11H15N4O5Pt as an isolated structure at a distorted geometry.

## Properties
Molecular weight ... 478.342 g mol⁻¹
Energy above the lowest of the compared OMol25 structures with the same formula, charge and spin ... 1.9969 eV
Highest occupied orbital energy ... -12.70 eV
E ... -31088.8637 eV

Geometry as ORCA input:
```
! wB97M-V def2-TZVPD RIJCOSX def2/J DEFGRID3
* xyz 1 1
Pt 0.007 0.372 0.130
C 1.374 3.846 0.304
C 0.119 3.459 -0.374
N -0.403 2.242 -0.439
C -1.581 2.321 -1.138
C -1.778 3.608 -1.525
N -0.700 4.299 -1.033
C -2.834 4.334 -2.287
O -3.850 3.619 -2.723
O -2.703 5.514 -2.467
C -2.394 1.092 -1.243
O -3.456 1.045 -1.822
O -1.821 0.074 -0.645
H 1.811 2.973 0.784
H 1.182 4.597 1.070
H 2.091 4.256 -0.408
H -0.593 5.297 -1.164
H -3.784 2.661 -2.481
N 2.215 -1.634 -0.755
C 3.502 -1.861 -1.069
C 4.197 -0.706 -0.797
C 3.232 0.187 -0.325
N 2.032 -0.381 -0.306
H 1.429 -2.253 -0.866
H 3.813 -2.813 -1.461
H 5.249 -0.534 -0.928
H 3.347 1.208 -0.006
C -1.909 -1.774 3.530
C -1.697 -0.859 2.351
O -0.365 -1.070 1.780
H -2.906 -1.620 3.938
H -1.180 -1.583 4.316
H -1.841 -2.823 3.234
H -1.702 0.190 2.643
H -2.440 -1.005 1.566
H -0.254 -2.023 1.666
*
```

---

Record 5
The following is a DFT calculation (wB97M-V/def2-TZVPD) of one molecule with the formula C4H9N3 at a distorted geometry.

## Properties
Molecular weight ... 99.137 g mol⁻¹
Energy above the lowest of the compared OMol25 structures with the same formula, charge and spin ... 4.7466 eV
Highest occupied orbital energy (spin up / spin down) ... -7.35 / -6.64 eV
E ... -8759.7783 eV

Geometry as ORCA input:
```
! wB97M-V def2-TZVPD RIJCOSX def2/J DEFGRID3
* xyz 0 1
C 0.735 -1.001 -1.161
C 0.331 0.104 -0.301
N 0.898 1.415 -0.539
N -2.125 0.116 0.202
C -1.082 -0.099 -0.688
C 0.560 -0.571 1.093
N 1.272 -0.057 2.020
H 0.297 2.161 -0.208
H 1.826 1.495 -0.132
H -1.911 0.248 1.184
H -3.130 0.089 0.090
H 1.823 0.738 1.684
H 1.415 -0.785 -1.975
H 0.555 -2.041 -0.935
H -1.465 -0.342 -1.674
H 0.001 -1.473 1.339
*
```

---

Record 6
The following is a DFT calculation (wB97M-V/def2-TZVPD) of C35H37Br2F2I2NO2SYb as an isolated structure at a distorted geometry.

## Properties
Molecular weight ... 1160.405 g mol⁻¹
Highest occupied orbital energy ... -11.81 eV
E ... -246526.4823 eV

Geometry as ORCA input:
```
! wB97M-V def2-TZVPD RIJCOSX def2/J DEFGRID3
* xyz 2 1
C 0.427 5.717 -2.473
C 0.579 4.752 -1.584
C 0.787 3.480 -0.657
C 2.304 3.204 -0.202
C 3.450 4.249 -0.671
C 3.812 3.851 -2.220
C 4.934 2.678 -2.167
F 4.273 5.000 -2.994
C 2.650 1.930 0.681
C 4.139 1.534 1.157
I 5.154 -0.138 0.128
C 4.736 2.295 2.222
C 3.957 3.541 2.923
I 6.735 1.706 2.878
C 1.433 0.996 1.064
C -0.086 1.301 0.645
C -0.440 2.589 -0.247
C -1.973 2.786 -0.649
C -2.520 4.302 -0.683
C -2.932 4.588 -2.248
F -3.238 5.977 -2.511
N -1.166 0.379 1.085
C -1.453 0.634 2.531
C -3.144 0.311 2.782
C -3.945 1.504 3.676
O -4.107 1.276 2.091
C -0.889 -1.040 0.782
C -1.985 -1.865 0.002
C -3.390 -1.153 -0.421
C -4.550 -1.923 0.444
O -4.252 -2.707 1.403
C -1.666 -3.368 -0.351
C -2.763 -4.225 -1.200
Br -2.954 -3.643 -3.135
C -3.537 -5.344 -0.639
C -4.637 -6.202 -1.540
Br -3.158 -5.808 1.281
C -0.295 -4.092 0.058
C -0.027 -5.646 -0.322
C 0.818 -3.248 0.847
C 2.227 -3.934 1.234
C 3.278 -3.857 -0.017
C 2.851 -2.802 -1.168
C 0.500 -1.744 1.187
S 1.701 -0.584 2.055
H 0.096 6.391 -3.354
H 4.384 4.208 0.017
H 3.058 5.345 -0.582
H 2.801 3.486 -2.672
H 5.413 2.661 -1.107
H 5.700 2.915 -2.989
H 4.399 1.693 -2.435
H 4.566 3.981 3.801
H 2.944 3.203 3.375
H 3.732 4.392 2.187
H -2.644 2.220 0.122
H -2.149 2.219 -1.655
H -1.786 5.092 -0.280
H -3.531 4.340 -0.107
H -2.063 4.173 -2.909
H -3.845 3.900 -2.477
H -0.889 -0.046 3.267
H -1.335 1.758 2.818
H -3.475 -0.845 2.961
H -4.917 1.164 4.215
H -3.371 2.464 3.944
H -3.369 -0.008 -0.195
H -3.632 -1.386 -1.525
H -5.677 -1.737 0.246
H -4.644 -7.262 -1.078
H -5.677 -5.691 -1.527
H -4.243 -6.229 -2.652
H -0.228 -6.301 0.623
H -0.681 -6.049 -1.172
H 1.115 -5.751 -0.521
H 2.036 -5.066 1.431
H 2.628 -3.462 2.204
H 4.304 -3.538 0.401
H 3.380 -4.938 -0.431
H 3.731 -2.697 -1.930
H 2.628 -1.744 -0.779
H 1.944 -3.174 -1.804
Yb -2.368 -6.707 -2.696
*
```

---

Record 7
The following is a DFT calculation (wB97M-V/def2-TZVPD) of H12NO16S3Zn as an isolated structure at a distorted geometry.

## Properties
Molecular weight ... 443.678 g mol⁻¹
Highest occupied orbital energy ... 1.35 eV
E ... -115369.2986 eV

Geometry as ORCA input:
```
! wB97M-V def2-TZVPD RIJCOSX def2/J DEFGRID3
* xyz -3 1
Zn 0.632 0.130 0.275
N -0.785 -2.647 -1.994
H -1.737 -2.968 -1.890
H -0.752 -1.922 -2.696
H -0.166 -3.428 -2.157
H -0.624 -2.099 -1.161
S -0.066 -1.706 1.898
O 0.814 -0.587 2.052
O -0.485 -1.520 0.539
O 0.574 -2.954 2.029
O -1.233 -1.557 2.736
S 0.262 0.339 -3.074
O -0.471 -0.762 -3.698
O 0.312 0.017 -1.622
O 1.640 0.451 -3.507
O -0.375 1.613 -3.361
S -1.428 2.517 1.203
O -2.789 2.075 1.330
O -1.247 3.547 0.145
O -0.906 2.996 2.507
O -0.637 1.362 0.758
O 1.982 1.762 -0.073
H 2.456 1.905 -0.892
H 2.132 2.560 0.434
O -2.972 -0.559 0.441
H -2.917 0.253 0.944
H -2.109 -0.961 0.539
O 1.341 2.038 3.147
H 0.542 2.497 2.887
H 1.218 1.144 2.828
O 2.224 -1.068 -0.182
H 2.766 -1.251 -0.949
H 2.804 -1.220 0.564
*
```

---

Record 8
The following is a DFT calculation (wB97M-V/def2-TZVPD) of C23H22BrCl3FIN3O3RhSi as an isolated structure at a distorted geometry.

## Properties
Molecular weight ... 851.604 g mol⁻¹
Energy above the lowest of the compared OMol25 structures with the same formula, charge and spin ... 1.4306 eV
Highest occupied orbital energy ... -13.06 eV
E ... -164123.5022 eV

Geometry as ORCA input:
```
! wB97M-V def2-TZVPD RIJCOSX def2/J DEFGRID3
* xyz 2 1
Rh 0.557 -0.189 -0.168
F -1.996 -6.210 -1.499
C -2.526 -5.031 -1.886
C -1.852 -3.905 -1.545
C -2.316 -2.644 -1.950
C -1.615 -1.438 -1.580
O -0.524 -1.582 -0.922
C -2.186 -0.226 -1.968
C -3.327 -0.244 -2.740
N -3.943 -1.351 -3.149
C -5.107 -1.241 -4.017
C -4.998 -1.751 -5.423
C -5.066 -0.278 -5.159
C -3.473 -2.593 -2.728
C -4.164 -3.765 -3.058
C -3.728 -5.016 -2.643
N -4.427 -6.180 -2.961
C -5.577 -6.207 -3.843
C -5.337 -7.182 -4.988
N -5.067 -8.553 -4.423
C -3.910 -8.517 -3.454
C -4.220 -7.496 -2.374
C -1.642 1.120 -1.639
O -2.193 2.121 -2.017
O -0.520 1.165 -0.935
H -0.946 -3.988 -0.960
H -3.757 0.702 -3.044
H -6.046 -1.362 -3.492
H -5.855 -2.247 -5.858
H -4.038 -2.147 -5.730
H -5.981 0.249 -5.386
H -4.165 0.300 -5.316
H -5.073 -3.656 -3.623
H -5.796 -5.241 -4.280
H -6.467 -6.513 -3.278
H -4.454 -6.898 -5.557
H -6.194 -7.246 -5.656
H -4.887 -9.220 -5.175
H -5.900 -8.883 -3.930
H -3.027 -8.232 -4.022
H -3.771 -9.516 -3.044
H -3.424 -7.509 -1.645
H -5.138 -7.797 -1.850
Br 6.449 -1.827 -0.308
C 5.769 -0.480 -1.423
C 6.650 0.175 -2.280
C 6.200 1.174 -3.125
C 4.862 1.539 -3.137
C 3.966 0.902 -2.293
C 4.438 -0.095 -1.453
I 3.107 -1.040 -0.149
H 7.693 -0.110 -2.270
H 6.904 1.673 -3.777
H 4.510 2.321 -3.796
H 2.922 1.184 -2.288
Cl 1.361 -1.481 2.940
Si 0.007 -0.316 2.023
Cl -1.808 -1.194 1.995
Cl -0.045 1.530 2.758
*
```

---

Record 9
The following is a DFT calculation (wB97M-V/def2-TZVPD) of a 3-piece molecular cluster, H6O3 overall.

## Properties
Molecular weight ... 54.045 g mol⁻¹
Energy above the lowest of the compared OMol25 structures with the same formula, charge and spin ... 0.2835 eV
Highest occupied orbital energy ... -10.69 eV
E ... -6239.9697 eV
Structure (SMILES) ... O.O.O

Geometry as ORCA input:
```
! wB97M-V def2-TZVPD RIJCOSX def2/J DEFGRID3
* xyz 0 1
O 13.212 -7.891 11.404
H 12.804 -7.098 11.043
H 14.151 -7.823 11.180
O 12.122 -8.604 13.983
H 12.513 -8.499 13.100
H 12.581 -9.351 14.376
O 16.444 -8.379 10.527
H 16.620 -8.886 9.728
H 16.796 -8.915 11.244
*
```

---

Record 10
The following is a DFT calculation (wB97M-V/def2-TZVPD) of a 7-piece molecular cluster, C34H35N7 overall at a distorted geometry.

## Properties
Molecular weight ... 541.703 g mol⁻¹
Energy above the lowest of the compared OMol25 structures with the same formula, charge and spin ... 0.0000 eV
Highest occupied orbital energy ... -8.16 eV
E ... -46251.8268 eV
Structure (SMILES) ... c1cc[nH]c1.c1ccncc1.c1ccncc1.c1ccncc1.c1ccncc1.c1ccncc1.c1ccncc1

Geometry as ORCA input:
```
! wB97M-V def2-TZVPD RIJCOSX def2/J DEFGRID3
* xyz 0 1
C -0.728 -12.056 9.181
C -0.667 -13.002 10.186
C 0.564 -12.926 10.780
N 1.297 -11.905 10.139
C 0.549 -11.438 9.091
H -1.518 -11.851 8.474
H -1.447 -13.689 10.480
H 1.034 -13.471 11.586
H 2.231 -11.588 10.355
H 0.945 -10.574 8.579
C 10.233 -9.254 13.409
C 9.365 -8.217 13.077
C 8.121 -8.497 12.562
N 7.662 -9.744 12.266
C 8.542 -10.725 12.565
C 9.738 -10.556 13.205
H 11.150 -9.069 13.949
H 9.683 -7.210 13.303
H 7.599 -7.569 12.382
H 8.187 -11.726 12.370
H 10.266 -11.481 13.378
C -0.983 -3.424 2.802
C -0.400 -4.684 2.867
C -0.139 -5.243 1.608
N -0.173 -4.538 0.385
C -0.733 -3.300 0.437
C -1.035 -2.664 1.666
H -1.193 -2.896 3.720
H -0.341 -5.197 3.815
H 0.432 -6.160 1.599
H -0.767 -2.802 -0.520
H -1.469 -1.675 1.690
C -3.832 -20.770 7.567
C -4.361 -21.104 6.275
C -3.727 -20.479 5.184
N -2.742 -19.587 5.318
C -2.318 -19.240 6.566
C -2.778 -19.836 7.648
H -4.081 -21.462 8.358
H -5.143 -21.840 6.164
H -4.081 -20.749 4.200
H -1.742 -18.328 6.615
H -2.460 -19.537 8.637
C 5.696 -14.087 3.572
C 6.354 -13.598 2.436
C 6.991 -12.382 2.544
N 7.053 -11.713 3.686
C 6.293 -12.118 4.697
C 5.636 -13.311 4.716
H 5.277 -15.082 3.563
H 6.336 -13.966 1.421
H 7.433 -11.973 1.648
H 6.365 -11.610 5.647
H 5.132 -13.638 5.613
C -8.126 -14.861 5.903
C -8.063 -15.209 7.211
C -9.019 -14.648 8.075
N -10.077 -13.930 7.670
C -10.138 -13.583 6.370
C -9.163 -13.982 5.446
H -7.308 -15.174 5.271
H -7.219 -15.790 7.553
H -8.843 -15.014 9.076
H -10.886 -12.814 6.249
H -9.064 -13.514 4.478
C -0.092 -16.256 19.357
C -0.210 -15.377 18.264
C -0.143 -14.016 18.530
N -0.099 -13.525 19.781
C 0.003 -14.388 20.818
C -0.004 -15.781 20.683
H -0.165 -17.278 19.015
H -0.390 -15.790 17.283
H -0.110 -13.230 17.791
H -0.099 -14.019 21.828
H -0.013 -16.367 21.590
*
```